1.
Formula: C48H92O22S4
Source: the OMol25 dataset
Level of theory: ωB97M-V/def2-TZVPD

Each line ends with the Löwdin charge.
Positions of all 166 atoms, in Å:
C  9.15  22.17  4.61  0.021
C  8.33  21.28  3.65  -0.298
C  6.82  21.49  3.60  -0.085
O  6.39  21.91  2.28  0.068
C  7.52  21.94  1.56  -0.525
O  7.50  22.28  0.37  0.090
O  8.60  21.67  2.33  0.049
H  9.15  21.86  5.66  0.076
H  8.96  23.24  4.53  0.064
H  10.16  21.98  4.26  0.070
H  8.65  20.26  3.84  0.120
H  6.51  22.28  4.28  0.125
H  6.36  20.53  3.85  0.102
C  11.19  18.02  3.72  -0.032
C  12.48  18.75  3.35  -0.322
C  13.72  17.82  3.54  -0.070
O  14.34  17.99  2.29  0.088
C  13.49  18.50  1.39  -0.533
O  13.78  18.55  0.20  0.135
O  12.38  18.95  1.98  0.062
H  10.31  18.62  3.53  0.062
H  11.15  17.74  4.77  0.073
H  11.14  17.06  3.19  0.096
H  12.63  19.68  3.91  0.126
H  13.30  16.84  3.77  0.133
H  14.30  18.29  4.33  0.120
C  3.32  18.43  -0.68  0.057
C  3.08  18.82  0.75  -0.251
O  1.98  19.16  1.17  0.334
C  4.24  18.87  1.79  0.078
H  4.38  18.42  -0.96  0.080
H  2.88  19.26  -1.24  0.116
H  2.88  17.49  -0.99  0.127
H  3.94  18.90  2.83  0.106
H  4.70  19.82  1.51  0.111
H  4.98  18.12  1.53  0.075
C  7.29  20.54  -2.81  -0.024
C  5.79  20.12  -2.74  -0.443
O  5.08  20.69  -1.90  0.033
C  5.38  19.02  -3.68  -0.010
H  7.49  21.45  -2.24  0.049
H  7.68  20.81  -3.79  0.078
H  7.94  19.79  -2.38  0.068
H  4.36  19.21  -4.03  0.094
H  5.47  18.12  -3.07  0.080
H  6.07  18.98  -4.52  0.091
C  8.04  25.86  2.95  0.007
C  9.52  25.36  2.67  -0.411
O  10.43  25.33  3.51  0.025
C  9.80  25.03  1.21  -0.020
H  7.99  26.88  3.30  0.087
H  7.57  25.14  3.63  0.066
H  7.52  25.78  1.99  0.066
H  9.13  25.55  0.51  0.091
H  9.59  23.97  1.17  0.058
H  10.86  24.99  0.97  0.068
C  2.73  21.82  3.07  -0.029
C  2.79  22.95  4.07  -0.480
O  3.66  23.82  4.04  0.062
C  1.71  22.94  5.15  0.000
H  3.63  21.80  2.46  0.068
H  1.88  21.89  2.40  0.090
H  2.66  20.91  3.66  0.078
H  0.80  22.39  4.91  0.087
H  1.52  24.00  5.25  0.091
H  2.25  22.54  6.00  0.064
C  6.67  25.44  -4.94  -0.017
C  7.04  24.14  -4.24  -0.451
O  6.53  23.10  -4.60  0.050
C  8.05  24.12  -3.10  -0.024
H  6.08  25.98  -4.20  0.089
H  6.05  25.22  -5.81  0.083
H  7.51  26.06  -5.27  0.084
H  7.65  23.80  -2.13  0.078
H  8.48  25.11  -2.92  0.080
H  8.91  23.47  -3.29  0.057
C  7.42  16.83  0.60  0.001
C  7.90  18.08  1.37  -0.405
O  7.19  18.63  2.20  0.040
C  9.19  18.65  0.85  -0.004
H  8.15  16.02  0.70  0.095
H  7.26  17.11  -0.44  0.078
H  6.48  16.45  0.99  0.067
H  10.08  18.14  1.21  0.080
H  9.35  19.72  1.03  0.080
H  9.28  18.73  -0.23  0.076
C  11.37  20.42  -1.97  -0.004
C  11.86  21.79  -1.48  -0.446
O  13.03  21.93  -1.28  0.082
C  10.76  22.85  -1.25  0.002
H  12.09  19.76  -2.44  0.092
H  10.49  20.49  -2.62  0.061
H  11.04  19.92  -1.06  0.060
H  9.98  22.49  -0.57  0.067
H  10.22  23.02  -2.18  0.046
H  11.16  23.80  -0.88  0.067
C  9.10  25.22  6.83  -0.022
C  10.40  24.91  7.50  -0.466
O  10.45  24.54  8.67  0.032
C  11.66  25.18  6.70  -0.018
H  8.36  24.42  6.83  0.068
H  9.30  25.53  5.81  0.051
H  8.68  26.10  7.32  0.095
H  12.55  24.90  7.27  0.083
H  11.71  26.25  6.51  0.095
H  11.72  24.68  5.74  0.051
C  11.05  19.32  7.70  -0.253
C  11.39  20.82  7.89  -0.210
C  12.88  21.08  7.91  -0.185
S  13.69  19.40  8.08  0.744
O  14.61  19.33  9.21  -0.338
O  14.18  18.89  6.79  -0.347
C  12.05  18.51  8.45  -0.197
H  11.10  19.09  6.63  0.090
H  10.03  19.03  7.94  0.097
H  11.04  21.02  8.90  0.113
H  10.81  21.47  7.23  0.095
H  13.28  21.75  8.67  0.108
H  13.18  21.47  6.94  0.077
H  11.87  18.57  9.52  0.106
H  12.18  17.51  8.05  0.101
C  6.20  15.42  6.70  -0.227
C  5.16  16.27  6.04  -0.172
C  6.02  17.25  5.11  -0.182
S  7.82  17.25  5.66  0.700
O  8.18  18.62  5.96  -0.347
O  8.58  16.49  4.67  -0.323
C  7.37  16.30  7.17  -0.208
H  6.57  14.70  5.96  0.124
H  5.97  14.99  7.67  0.122
H  4.71  16.94  6.78  0.100
H  4.40  15.74  5.46  0.114
H  5.69  18.24  5.43  0.052
H  5.92  17.31  4.02  0.069
H  7.07  16.96  7.99  0.100
H  8.29  15.79  7.45  0.108
C  6.76  20.63  8.82  -0.220
C  6.27  21.99  9.16  -0.250
C  5.46  22.52  8.03  -0.179
S  4.62  21.01  7.29  0.748
O  4.95  20.91  5.86  -0.364
O  3.24  20.99  7.83  -0.352
C  5.59  19.78  8.26  -0.177
H  7.26  20.19  9.68  0.124
H  7.59  20.83  8.14  0.110
H  7.12  22.64  9.38  0.128
H  5.71  21.97  10.10  0.127
H  6.10  22.93  7.25  0.094
H  4.61  23.16  8.25  0.108
H  5.75  18.92  7.61  0.058
H  4.92  19.52  9.08  0.106
C  13.87  23.79  1.26  -0.175
C  14.22  24.80  2.38  -0.194
C  14.66  23.96  3.59  -0.193
S  13.65  22.39  3.58  0.702
O  12.60  22.49  4.56  -0.351
O  14.64  21.29  3.61  -0.325
C  12.99  22.66  1.94  -0.210
H  14.77  23.27  0.93  0.118
H  13.40  24.26  0.39  0.100
H  13.31  25.33  2.68  0.100
H  14.94  25.56  2.08  0.116
H  14.55  24.30  4.63  0.093
H  15.70  23.63  3.58  0.099
H  11.96  23.02  2.04  0.083
H  12.99  21.74  1.37  0.087

Computed properties:
Charge: +1
HOMO energy (alpha / beta) (eV): -11.1 / -11.1
Spin multiplicity: 2
Frontier orbital gap (alpha / beta) (eV): 6.6203 / 2.7398
Expectation value of S²: 0.757

***

2.
Formula: C48H96N2O10PS
Source: the OMol25 dataset
Level of theory: ωB97M-V/def2-TZVPD

Each line ends with the Löwdin charge.
Positions of all 158 atoms, in Å:
C  -6.62  2.24  5.05  -0.036
C  -6.93  1.64  3.66  -0.252
C  -7.77  2.38  2.80  -0.029
C  -8.10  1.82  1.56  -0.019
C  -7.61  0.59  1.12  -0.117
C  -8.06  0.05  -0.25  -0.331
C  -8.47  -1.46  -0.25  -0.047
C  -9.26  0.83  -0.88  -0.075
C  -6.73  -0.13  1.96  -0.222
O  -6.17  -1.38  1.64  -0.059
C  -5.33  -1.35  0.47  -0.123
C  -3.81  -1.29  0.78  -0.132
C  -3.34  -0.20  1.46  0.029
C  -1.96  -0.05  1.75  -0.003
C  -1.08  -1.06  1.30  -0.489
S  0.66  -0.80  1.65  0.851
C  -1.61  -2.16  0.61  -0.213
C  -0.62  -3.22  0.11  -0.157
C  -0.34  -2.89  -1.41  -0.162
C  1.15  -2.56  -1.69  -0.198
C  1.98  -3.85  -1.93  -0.183
C  2.36  -4.62  -0.63  -0.195
C  3.17  -3.79  0.41  -0.196
C  4.71  -4.11  0.40  -0.169
C  5.57  -2.83  0.17  -0.213
C  6.30  -2.35  1.47  -0.195
C  6.86  -0.90  1.37  -0.201
C  7.09  -0.39  -0.07  -0.199
C  7.93  0.91  -0.14  -0.118
N  8.30  1.11  -1.56  -0.156
C  9.55  1.05  -2.09  -0.068
C  9.36  1.31  -3.45  -0.096
C  7.96  1.50  -3.69  -0.115
C  7.32  1.37  -2.46  -0.118
N  -2.95  -2.26  0.36  -0.014
P  -3.61  -3.64  -0.56  0.828
O  -4.37  -3.18  -1.74  -0.370
C  -6.44  0.41  3.22  0.010
H  -7.47  2.08  5.72  0.070
H  -6.50  3.34  4.96  0.086
H  -5.70  1.75  5.42  0.076
H  -8.15  3.35  3.10  0.121
H  -8.76  2.44  0.94  0.109
H  -7.20  0.18  -0.95  0.120
H  -7.62  -2.15  -0.28  0.056
H  -9.05  -1.65  -1.16  0.079
H  -9.12  -1.67  0.61  0.098
H  -9.71  0.31  -1.73  0.079
H  -10.03  0.95  -0.09  0.090
H  -8.99  1.85  -1.21  0.063
H  -5.54  -0.45  -0.14  0.137
H  -5.62  -2.21  -0.14  0.085
H  -4.01  0.60  1.78  0.136
H  -1.62  0.83  2.30  0.119
H  1.10  -0.11  0.56  -0.083
H  -1.04  -4.23  0.24  0.096
H  0.31  -3.20  0.68  0.070
H  -0.89  -1.96  -1.67  0.104
H  -0.73  -3.67  -2.09  0.110
H  1.57  -1.90  -0.91  0.066
H  1.20  -1.97  -2.62  0.118
H  1.37  -4.51  -2.57  0.111
H  2.87  -3.57  -2.53  0.115
H  2.97  -5.49  -0.93  0.107
H  1.43  -5.02  -0.19  0.094
H  2.73  -4.00  1.40  0.104
H  3.08  -2.70  0.26  0.075
H  4.94  -4.48  1.42  0.103
H  4.97  -4.84  -0.39  0.105
H  6.37  -3.02  -0.56  0.105
H  4.96  -2.01  -0.27  0.095
H  7.16  -3.03  1.59  0.113
H  5.64  -2.51  2.34  0.104
H  7.81  -0.82  1.93  0.107
H  6.15  -0.23  1.91  0.110
H  6.11  -0.17  -0.53  0.098
H  7.57  -1.19  -0.67  0.124
H  8.86  0.80  0.46  0.127
H  7.35  1.79  0.16  0.128
H  10.48  0.84  -1.57  0.104
H  10.19  1.36  -4.17  0.099
H  7.52  1.70  -4.67  0.092
H  6.26  1.44  -2.23  0.119
H  -4.44  -4.40  0.31  0.045
H  -2.61  -4.50  -1.02  0.042
H  -5.77  -0.14  3.90  0.125
C  14.28  0.97  -0.95  -0.092
C  13.44  0.62  -2.17  -0.325
O  12.88  1.79  -2.75  -0.090
H  13.67  1.50  -0.21  0.075
H  14.70  0.08  -0.49  0.074
H  15.09  1.64  -1.23  0.073
H  12.61  -0.04  -1.88  0.097
H  14.05  0.10  -2.92  0.110
H  13.61  2.36  -3.01  0.084
C  -7.48  0.22  9.62  -0.091
C  -7.08  0.84  8.30  -0.338
O  -7.62  2.15  8.17  -0.093
H  -8.57  0.17  9.70  0.079
H  -7.08  -0.79  9.72  0.074
H  -7.13  0.82  10.46  0.075
H  -7.45  0.25  7.47  0.107
H  -5.99  0.90  8.22  0.107
H  -7.28  2.68  8.91  0.086
C  -7.45  3.97  -4.14  -0.086
C  -7.10  4.07  -2.67  -0.311
O  -6.60  2.83  -2.17  -0.104
H  -8.19  3.19  -4.30  0.077
H  -7.84  4.91  -4.52  0.078
H  -6.57  3.69  -4.72  0.073
H  -7.98  4.33  -2.08  0.110
H  -6.34  4.85  -2.50  0.109
H  -5.81  2.61  -2.68  0.046
C  -1.24  4.41  2.96  -0.092
C  -2.41  4.10  3.88  -0.330
O  -3.19  5.28  4.05  -0.077
H  -0.61  5.20  3.36  0.081
H  -0.63  3.51  2.82  0.063
H  -1.59  4.75  1.98  0.072
H  -2.06  3.78  4.86  0.114
H  -3.04  3.31  3.46  0.094
H  -3.50  5.56  3.18  0.082
C  -3.02  2.35  -1.81  -0.069
C  -2.02  1.51  -2.57  -0.295
O  -0.97  1.07  -1.71  -0.089
H  -2.53  3.22  -1.37  0.085
H  -3.82  2.70  -2.47  0.059
H  -3.47  1.78  -0.99  0.063
H  -1.56  2.09  -3.37  0.119
H  -2.50  0.63  -3.02  0.112
H  -1.37  0.55  -1.01  0.039
C  5.19  -1.40  -6.17  -0.090
C  5.55  -1.27  -4.70  -0.321
O  5.93  -2.54  -4.16  -0.093
H  4.37  -2.11  -6.30  0.073
H  4.89  -0.43  -6.58  0.074
H  6.04  -1.78  -6.74  0.075
H  4.69  -0.91  -4.13  0.107
H  6.38  -0.57  -4.56  0.084
H  6.69  -2.85  -4.66  0.080
C  7.63  5.88  -4.31  -0.095
C  8.63  5.01  -5.04  -0.327
O  9.64  4.53  -4.15  -0.089
H  8.14  6.73  -3.85  0.075
H  6.86  6.25  -4.99  0.071
H  7.15  5.32  -3.51  0.067
H  9.13  5.57  -5.83  0.111
H  8.13  4.15  -5.50  0.096
H  9.20  4.02  -3.47  0.057
C  -7.35  -6.05  2.56  -0.084
C  -5.90  -5.73  2.82  -0.303
O  -5.54  -4.47  2.24  -0.137
H  -7.55  -6.08  1.49  0.078
H  -7.63  -7.02  2.99  0.080
H  -8.00  -5.28  2.99  0.077
H  -5.25  -6.49  2.38  0.111
H  -5.69  -5.70  3.90  0.112
H  -6.10  -3.80  2.65  0.076

Computed properties:
ΔE to the lowest compared entry with this formula, charge and spin (kJ/mol): 0.0
Charge: +1
HOMO energy (eV): -9.4
Frontier orbital gap (eV): 5.0282